Molecular formula: C9H5NO4Y
Method: DFT, ωB97M-V with the def2-TZVPD basis set

* maximum force: 8.77 eV Å⁻¹
* charge: +3
* electronic energy: -20104.0664 eV
* ΔE to the lowest compared entry with this formula, charge and spin: 0.0 kJ/mol
* HOMO: -21.6019 eV
* E_LUMO: -14.33 eV

Geometry (Å):
Y: -0.551 -0.285 -1.414
O: -1.100 3.112 -1.907
C: -0.913 1.964 -1.904
C: 1.605 -1.030 -1.917
O: 2.687 -1.415 -1.901
C: -2.253 -1.711 -1.863
O: -3.131 -2.451 -1.909
C: -0.507 -0.249 -4.033
O: -0.512 -0.250 -5.164
C: 0.695 0.277 3.121
C: 0.419 1.442 2.420
C: 0.102 1.356 1.098
N: 0.074 0.131 0.570
C: 0.334 -1.049 1.182
C: 0.659 -0.967 2.518
H: 0.947 0.354 4.189
H: 0.432 2.435 2.854
H: -0.142 2.220 0.425
H: 0.284 -1.997 0.593
H: 0.871 -1.891 3.042

---

Molecular formula: C24H60Cl12O18S6
Method: DFT, ωB97M-V with the def2-TZVPD basis set

* maximum force: 4.19 eV Å⁻¹
* SMILES: CCOS(C)(=O)=O.CCOS(C)(=O)=O.CCOS(C)(=O)=O.CCOS(C)(=O)=O.CCOS(C)(=O)=O.CCOS(C)(=O)=O.ClCCl.ClCCl.ClCCl.ClCCl.ClCCl.ClCCl
* electronic energy: -277992.3810 eV
* HOMO: -10.3647 eV
* E_LUMO: 0.15 eV

Geometry (Å):
C: 3.280 3.558 -2.023
C: 1.884 2.835 -1.876
O: 1.963 1.719 -1.008
S: 0.903 0.683 -0.818
C: -0.333 1.381 0.256
O: 0.328 0.500 -2.152
O: 1.519 -0.441 -0.170
H: 3.795 2.918 -2.727
H: 3.903 3.779 -1.169
H: 3.103 4.426 -2.658
H: 1.134 3.393 -1.405
H: 1.599 2.535 -2.898
H: -1.006 0.523 0.488
H: -0.964 2.068 -0.279
H: 0.239 1.837 1.126
C: 3.096 0.187 6.426
C: 2.233 0.862 5.419
O: 2.410 2.290 5.572
S: 1.940 3.296 4.508
C: 0.577 4.125 5.174
O: 2.942 4.279 4.363
O: 1.538 2.533 3.361
H: 3.616 -0.615 5.923
H: 2.641 -0.122 7.352
H: 3.919 0.884 6.796
H: 2.701 0.710 4.446
H: 1.165 0.572 5.418
H: -0.291 3.449 5.239
H: 0.386 4.802 4.372
H: 0.972 4.634 6.071
C: -4.175 5.248 -0.251
C: -4.356 3.864 -0.799
O: -5.776 3.565 -0.764
S: -6.287 2.198 -0.201
C: -7.965 2.353 -0.804
O: -5.727 1.066 -0.903
O: -6.302 2.300 1.212
H: -3.099 5.518 -0.157
H: -4.454 5.234 0.786
H: -4.777 5.949 -0.795
H: -3.969 3.817 -1.823
H: -3.869 3.093 -0.130
H: -8.458 1.376 -0.696
H: -7.936 2.505 -1.861
H: -8.553 3.075 -0.290
C: -2.303 -2.032 4.707
C: -1.981 -0.547 4.937
O: -2.297 0.129 3.682
S: -2.760 1.695 3.694
C: -4.406 1.655 4.287
O: -1.946 2.359 4.632
O: -2.678 2.077 2.323
H: -3.354 -2.091 4.418
H: -2.027 -2.634 5.532
H: -1.656 -2.533 3.954
H: -2.648 -0.134 5.740
H: -0.919 -0.294 5.180
H: -4.373 2.215 5.217
H: -4.686 0.641 4.641
H: -5.141 1.892 3.543
C: -0.575 -7.172 -4.805
C: 0.465 -6.114 -4.580
O: -0.329 -4.895 -4.464
S: 0.428 -3.459 -4.454
C: -0.933 -2.530 -5.038
O: 0.628 -2.962 -3.142
O: 1.577 -3.462 -5.357
H: -0.103 -8.066 -5.040
H: -1.266 -6.843 -5.600
H: -1.212 -7.295 -3.941
H: 1.131 -6.210 -3.710
H: 1.008 -5.875 -5.482
H: -0.872 -1.581 -4.572
H: -1.775 -3.058 -4.697
H: -0.971 -2.410 -6.141
C: 0.101 -4.132 0.030
C: 1.579 -4.078 -0.145
O: 2.130 -5.007 -1.075
S: 2.363 -6.553 -0.670
C: 3.701 -6.413 0.476
O: 1.158 -7.036 -0.035
O: 2.924 -7.132 -1.808
H: -0.170 -3.270 0.712
H: -0.117 -5.055 0.513
H: -0.239 -4.129 -1.000
H: 1.869 -3.110 -0.549
H: 1.981 -4.181 0.840
H: 3.402 -5.884 1.449
H: 4.569 -5.883 0.040
H: 3.903 -7.417 0.777
Cl: 4.281 -1.339 -1.287
C: 3.926 -1.699 -2.948
Cl: 3.047 -0.308 -3.660
H: 4.851 -1.922 -3.480
H: 3.249 -2.512 -3.051
Cl: 4.844 2.171 2.201
C: 3.766 0.826 1.649
Cl: 4.084 -0.810 2.329
H: 2.764 1.217 2.019
H: 3.930 0.619 0.625
Cl: 6.622 1.725 -4.540
C: 6.286 1.256 -2.929
Cl: 6.954 2.343 -1.695
H: 5.241 1.264 -2.785
H: 6.643 0.237 -2.769
Cl: -2.888 -1.604 -0.014
C: -2.746 -1.529 -1.787
Cl: -3.492 -2.957 -2.521
H: -3.381 -0.616 -2.054
H: -1.684 -1.516 -2.122
Cl: -0.108 3.396 -5.072
C: -1.060 1.942 -4.925
Cl: -2.421 2.068 -3.841
H: -1.463 1.759 -5.902
H: -0.360 1.155 -4.668
Cl: -0.186 5.932 -1.111
C: 0.156 5.824 0.586
Cl: -0.932 4.927 1.631
H: 1.122 5.313 0.564
H: 0.283 6.893 0.888